{
  "formula": "C50H40F15GeN10O2S2W",
  "method": "ωB97M-V with the def2-TZVPD basis set",
  "species": ["W", "C", "C", "C", "C", "C", "N", "C", "C", "C", "N", "C", "C", "C", "C", "C", "C", "C", "C", "N", "C", "C", "C", "N", "C", "C", "C", "C", "O", "C", "O", "H", "H", "H", "H", "H", "H", "H", "H", "H", "H", "H", "H", "H", "H", "H", "H", "H", "H", "H", "H", "H", "H", "H", "H", "H", "H", "H", "H", "N", "C", "C", "N", "C", "C", "N", "H", "H", "H", "H", "H", "C", "C", "C", "N", "N", "C", "N", "S", "H", "H", "H", "H", "H", "H", "H", "F", "C", "C", "C", "F", "C", "F", "C", "F", "C", "F", "Ge", "S", "C", "C", "F", "C", "F", "C", "F", "C", "F", "C", "F", "C", "C", "F", "C", "F", "C", "F", "C", "F", "C", "F"],
  "coordinates": [[1.14, 1.62, 0.03], [-2.30, -2.84, 4.02], [-1.51, -2.22, 2.90], [-0.44, -2.88, 2.33], [0.31, -2.29, 1.29], [1.40, -3.00, 0.72], [2.05, -2.62, -0.34], [3.18, -3.32, -0.95], [3.93, -2.40, -1.91], [4.28, -1.01, -1.41], [5.28, -1.07, -0.32], [5.71, -0.19, 0.55], [5.35, 1.13, 0.95], [6.33, 1.74, 1.78], [6.22, 3.02, 2.27], [7.28, 3.65, 3.14], [5.06, 3.72, 1.94], [4.03, 3.17, 1.18], [2.87, 4.01, 0.94], [1.74, 3.68, 0.41], [0.74, 4.79, 0.29], [-0.59, 4.34, -0.28], [-1.35, 3.28, 0.51], [-0.71, 1.96, 0.46], [-1.70, 0.88, 0.66], [-1.17, -0.37, 1.32], [-1.87, -0.97, 2.36], [-0.03, -0.99, 0.83], [0.77, -0.37, -0.03], [4.15, 1.85, 0.66], [3.20, 1.32, -0.05], [-1.65, -3.31, 4.75], [-2.98, -3.60, 3.64], [-2.90, -2.09, 4.54], [-0.16, -3.86, 2.68], [1.72, -3.93, 1.19], [1.67, -1.79, -0.80], [2.81, -4.18, -1.51], [3.82, -3.70, -0.15], [3.30, -2.25, -2.80], [4.82, -2.93, -2.27], [3.42, -0.46, -1.06], [4.74, -0.44, -2.22], [5.84, -1.91, -0.34], [6.58, -0.56, 1.08], [7.22, 1.17, 2.02], [8.21, 3.08, 3.09], [6.96, 3.68, 4.18], [7.49, 4.67, 2.82], [4.94, 4.74, 2.30], [3.00, 5.05, 1.25], [1.16, 5.56, -0.35], [0.60, 5.23, 1.28], [-0.46, 3.99, -1.31], [-1.22, 5.23, -0.35], [-2.35, 3.19, 0.07], [-1.49, 3.60, 1.55], [-2.54, 1.26, 1.24], [-2.73, -0.47, 2.77], [0.81, 2.64, 5.48], [1.29, 1.83, 4.52], [1.03, 2.07, 3.15], [1.52, 1.27, 2.22], [2.28, 0.22, 2.60], [2.52, 0.01, 3.94], [2.04, 0.80, 4.89], [0.15, 3.38, 5.29], [0.98, 2.39, 6.44], [0.41, 2.90, 2.83], [2.66, -0.42, 1.82], [3.12, -0.83, 4.26], [1.07, -1.09, -5.72], [0.00, -0.45, -4.84], [0.55, 0.63, -3.97], [0.72, 0.52, -2.70], [1.23, 1.68, -2.13], [1.49, 2.63, -3.02], [2.02, 3.82, -2.71], [1.05, 2.18, -4.61], [0.63, -1.86, -6.35], [1.85, -1.56, -5.11], [1.55, -0.36, -6.38], [-0.46, -1.18, -4.17], [-0.80, -0.03, -5.46], [2.45, 3.94, -1.81], [2.27, 4.47, -3.44], [-5.10, -3.69, -1.00], [-3.80, -3.91, -1.22], [-2.94, -2.82, -1.26], [-1.61, -3.09, -1.50], [-0.70, -2.10, -1.62], [-1.14, -4.38, -1.64], [0.17, -4.59, -1.84], [-2.01, -5.45, -1.58], [-1.56, -6.68, -1.71], [-3.37, -5.21, -1.37], [-4.21, -6.22, -1.31], [-3.78, -1.07, -1.00], [-2.25, 0.57, -1.08], [-4.90, -0.74, -2.55], [-6.28, -0.67, -2.53], [-6.95, -0.83, -1.39], [-7.02, -0.45, -3.69], [-8.34, -0.40, -3.65], [-6.35, -0.29, -4.89], [-7.04, -0.08, -6.00], [-4.97, -0.35, -4.94], [-4.32, -0.20, -6.09], [-4.27, -0.58, -3.77], [-2.92, -0.63, -3.82], [-4.74, -0.95, 0.68], [-5.38, 0.25, 0.98], [-5.28, 1.27, 0.13], [-6.12, 0.44, 2.14], [-6.70, 1.60, 2.39], [-6.24, -0.62, 3.03], [-6.94, -0.46, 4.14], [-5.63, -1.83, 2.76], [-5.74, -2.83, 3.62], [-4.88, -1.98, 1.61], [-4.27, -3.15, 1.41]],
  "mulliken_spin": [1.50, 0.00, 0.01, -0.01, 0.01, 0.00, 0.01, 0.00, 0.00, 0.03, 0.00, -0.01, 0.00, 0.02, 0.00, 0.00, 0.01, 0.00, 0.06, 0.04, -0.02, 0.11, -0.05, -0.01, 0.05, -0.02, 0.01, 0.04, 0.09, 0.04, 0.03, 0.00, 0.00, 0.00, 0.00, 0.00, -0.02, 0.00, 0.00, 0.00, 0.00, 0.01, 0.00, 0.00, 0.00, 0.00, 0.00, 0.00, 0.00, 0.00, -0.01, -0.01, -0.01, -0.01, 0.00, -0.01, -0.01, 0.00, 0.00, 0.00, 0.00, 0.02, -0.02, 0.01, -0.01, 0.01, 0.00, 0.00, 0.01, 0.01, 0.00, 0.00, 0.00, 0.01, 0.04, 0.00, 0.02, 0.00, 0.00, 0.00, 0.00, 0.00, 0.00, 0.00, 0.00, 0.00, 0.00, 0.00, 0.00, 0.00, -0.01, 0.00, 0.00, 0.00, 0.00, 0.00, 0.00, 0.00, 0.00, 0.00, 0.00, 0.00, 0.00, 0.00, 0.00, 0.00, 0.00, 0.00, 0.00, 0.00, 0.00, 0.00, 0.00, 0.00, 0.00, 0.00, 0.00, 0.00, 0.00, 0.00, 0.00],
  "gap_ev": [6.43, 6.41],
  "lumo_ev": [-8.42, -8.44],
  "charge": 3,
  "multiplicity": 3,
  "homo_energy_ev": [-14.8, -14.8],
  "de_lowest_kj_mol": 0.0
}


{
  "formula": "C24H21MoN5O7",
  "method": "ωB97M-V with the def2-TZVPD basis set",
  "species": ["Mo", "O", "C", "N", "C", "C", "C", "C", "C", "C", "N", "C", "O", "C", "C", "C", "C", "C", "N", "C", "C", "C", "C", "C", "N", "H", "H", "H", "H", "H", "H", "H", "H", "H", "H", "H", "H", "O", "C", "C", "N", "C", "C", "O", "O", "C", "C", "O", "O", "H", "H", "H", "H", "H", "H", "H", "H", "H"],
  "coordinates": [[-0.36, -0.64, -0.03], [-1.17, -4.33, 1.69], [-1.15, -3.29, 1.05], [-0.50, -2.13, 1.35], [0.34, -1.97, 2.47], [0.75, -2.97, 3.35], [1.62, -2.66, 4.38], [2.08, -1.36, 4.54], [1.67, -0.36, 3.67], [0.80, -0.67, 2.64], [0.38, 0.30, 1.66], [0.03, 1.54, 2.19], [-0.27, 1.73, 3.34], [0.19, 2.76, 1.30], [1.41, 3.43, 1.37], [1.56, 4.60, 0.64], [0.48, 5.05, -0.12], [-0.69, 4.31, -0.11], [-0.84, 3.18, 0.58], [-1.94, -3.19, -0.22], [-2.77, -4.23, -0.62], [-3.53, -4.07, -1.76], [-3.46, -2.87, -2.45], [-2.61, -1.88, -1.99], [-1.85, -2.05, -0.91], [0.39, -3.98, 3.22], [1.94, -3.43, 5.06], [2.77, -1.12, 5.34], [2.02, 0.65, 3.80], [2.21, 3.05, 1.99], [2.49, 5.15, 0.66], [0.55, 5.96, -0.70], [-1.56, 4.63, -0.68], [-2.79, -5.12, -0.02], [-4.18, -4.86, -2.10], [-4.06, -2.69, -3.34], [-2.55, -0.92, -2.49], [2.70, 0.30, -0.20], [2.66, 1.07, -1.39], [1.30, 1.66, -1.72], [0.17, 0.70, -1.89], [-1.05, 1.48, -2.22], [-2.16, 1.38, -1.18], [-3.18, 2.01, -1.33], [-1.93, 0.54, -0.20], [0.52, -0.27, -2.94], [1.25, -1.47, -2.35], [2.06, -2.10, -2.97], [0.84, -1.76, -1.13], [2.23, 0.76, 0.51], [3.01, 0.41, -2.18], [3.35, 1.91, -1.34], [1.40, 2.22, -2.66], [1.01, 2.37, -0.95], [-1.47, 1.15, -3.17], [-0.81, 2.54, -2.34], [1.11, 0.18, -3.73], [-0.40, -0.67, -3.38]],
  "mulliken_spin": [1.87, 0.02, 0.00, 0.01, -0.01, 0.00, 0.00, 0.00, 0.00, 0.04, 0.00, 0.02, 0.01, 0.00, 0.00, 0.00, 0.00, 0.00, 0.00, 0.03, -0.01, 0.01, 0.00, 0.02, -0.03, 0.00, 0.00, 0.00, 0.00, 0.00, 0.00, 0.00, 0.00, 0.00, 0.00, 0.00, -0.01, 0.01, 0.00, 0.00, -0.08, 0.02, 0.01, 0.02, 0.02, 0.00, 0.01, 0.02, 0.00, 0.01, 0.00, 0.00, 0.00, 0.01, 0.00, 0.00, 0.00, 0.00],
  "gap_ev": [7.26, 7.34],
  "lumo_ev": [-0.78, -0.88],
  "multiplicity": 3,
  "homo_energy_ev": [-8.0, -8.2],
  "de_lowest_kj_mol": 57.7
}


{
  "formula": "C29H31N3O3",
  "method": "ωB97M-V with the def2-TZVPD basis set",
  "species": ["C", "C", "N", "C", "C", "C", "C", "N", "C", "C", "C", "C", "C", "O", "H", "H", "H", "H", "H", "H", "H", "H", "H", "H", "H", "H", "H", "H", "H", "H", "C", "N", "C", "C", "C", "C", "C", "C", "C", "C", "O", "C", "C", "C", "C", "C", "C", "C", "O", "C", "C", "H", "H", "H", "H", "H", "H", "H", "H", "H", "H", "H", "H", "H", "H", "H"],
  "coordinates": [[-3.33, 1.45, 4.54], [-3.44, 0.55, 3.32], [-2.23, -0.24, 2.98], [-2.02, -1.58, 3.64], [-2.59, -2.70, 2.79], [-1.12, 0.45, 2.49], [-0.10, -0.28, 1.55], [1.21, -0.10, 2.39], [1.80, 1.14, 2.57], [3.01, 1.21, 3.23], [3.59, 0.13, 3.83], [2.90, -1.08, 3.74], [1.72, -1.17, 3.05], [-0.92, 1.64, 2.72], [-4.26, 2.02, 4.65], [-3.17, 0.89, 5.47], [-2.51, 2.16, 4.39], [-4.21, -0.21, 3.47], [-3.68, 1.15, 2.43], [-0.93, -1.72, 3.85], [-2.51, -1.51, 4.61], [-2.78, -3.57, 3.44], [-3.52, -2.39, 2.30], [-1.84, -2.99, 2.03], [-0.35, -1.31, 1.35], [1.25, 2.02, 2.21], [3.47, 2.18, 3.26], [4.58, 0.18, 4.28], [3.29, -1.98, 4.13], [1.11, -2.11, 2.98], [-6.10, 2.75, -1.71], [-5.08, 1.96, -2.39], [-5.39, 1.69, -3.79], [-3.94, 1.50, -1.77], [-3.20, 0.42, -2.34], [-2.12, -0.12, -1.67], [-1.58, 0.43, -0.44], [-0.13, 0.23, 0.13], [0.73, -0.36, -0.98], [1.96, -1.14, -0.69], [2.16, -1.77, 0.33], [2.83, -1.09, -1.92], [2.18, -0.48, -3.00], [2.74, -0.58, -4.28], [3.99, -1.19, -4.44], [4.66, -1.77, -3.34], [4.05, -1.73, -2.09], [0.88, 0.08, -2.46], [0.09, 0.76, -3.14], [-2.23, 1.61, -0.01], [-3.42, 2.08, -0.58], [-5.75, 3.14, -0.75], [-6.40, 3.60, -2.36], [-7.00, 2.14, -1.54], [-4.47, 1.71, -4.41], [-5.88, 0.70, -3.92], [-6.10, 2.45, -4.15], [-3.52, -0.08, -3.23], [-1.52, -0.94, -2.20], [0.36, 1.15, 0.42], [2.25, -0.20, -5.19], [4.48, -1.27, -5.42], [5.64, -2.24, -3.47], [4.51, -2.20, -1.22], [-1.70, 2.29, 0.72], [-3.97, 2.86, -0.09]],
  "lowdin_charge": [-0.08, -0.20, -0.05, -0.19, -0.07, -0.39, -0.09, 0.06, 0.04, -0.03, -0.02, -0.01, -0.03, 0.05, 0.08, 0.07, 0.06, 0.12, 0.12, 0.10, 0.12, 0.07, 0.09, 0.07, 0.14, 0.15, 0.12, 0.12, 0.10, 0.16, -0.06, -0.21, -0.07, -0.22, -0.03, -0.03, -0.13, -0.19, -0.04, -0.36, 0.00, -0.11, -0.09, -0.02, -0.09, -0.09, -0.04, -0.30, 0.02, -0.06, -0.03, 0.07, 0.09, 0.09, 0.09, 0.09, 0.08, 0.09, 0.13, 0.12, 0.11, 0.10, 0.10, 0.11, 0.13, 0.08],
  "gap_ev": 5.12,
  "lumo_ev": -1.07,
  "homo_energy_ev": -6.2,
  "de_lowest_kj_mol": 528.3
}


{
  "formula": "C7H8O",
  "method": "ωB97M-V with the def2-TZVPD basis set",
  "species": ["C", "C", "C", "O", "C", "C", "C", "C", "H", "H", "H", "H", "H", "H", "H", "H"],
  "coordinates": [[-1.22, -1.23, 0.01], [0.14, -0.80, -0.11], [1.64, -1.11, 0.09], [2.12, 0.07, -0.75], [1.54, 1.18, 0.12], [0.02, 0.70, -0.09], [-1.30, 1.13, -0.16], [-2.25, 0.02, -0.25], [-1.29, -2.25, -0.16], [2.22, -0.93, 1.23], [2.17, -1.94, -0.44], [2.16, 1.11, 1.15], [1.63, 2.17, -0.28], [-1.74, 2.12, 0.21], [-2.92, -0.16, 0.53], [-2.93, -0.07, -1.09]],
  "lowdin_charge": [0.03, -0.14, -0.11, -0.21, -0.09, -0.14, -0.07, -0.17, 0.05, 0.18, 0.11, 0.15, 0.09, 0.12, 0.09, 0.11],
  "smiles": "C1=C2COCC2=CC1",
  "gap_ev": 8.99,
  "lumo_ev": 0.63,
  "homo_energy_ev": -8.4,
  "de_lowest_kj_mol": 506.2
}


{
  "formula": "C4H9N3O3P",
  "method": "ωB97M-V with the def2-TZVPD basis set",
  "species": ["C", "C", "N", "N", "C", "N", "O", "P", "C", "O", "O", "H", "H", "H", "H", "H", "H", "H", "H", "H"],
  "coordinates": [[-1.44, 2.49, -0.38], [-0.64, 1.26, -0.15], [-1.18, 0.37, 1.01], [-0.41, -0.77, 1.05], [-0.49, -1.74, 2.02], [0.36, -2.77, 1.56], [-1.36, -1.91, 2.89], [1.11, 0.99, -0.80], [0.66, -0.36, -1.94], [1.51, 2.15, -1.59], [2.11, 0.47, 0.20], [-1.23, 3.10, 0.44], [-0.94, 2.90, -1.34], [-2.44, 2.21, -0.51], [0.50, -0.71, 0.50], [1.21, -2.45, 1.18], [0.54, -3.44, 2.29], [0.57, -1.43, -1.43], [-0.11, 0.07, -2.50], [1.65, -0.44, -2.50]],
  "lowdin_charge": [-0.12, -0.25, 0.09, -0.07, -0.56, 0.12, 0.00, 0.23, -0.20, -0.37, -0.39, 0.05, 0.10, 0.04, 0.06, 0.06, 0.08, 0.08, 0.00, 0.06],
  "smiles": "C/C(=N/NC(N)=O)[P@@](C)(=O)[O-]",
  "gap_ev": [8.30, 8.32],
  "lumo_ev": [3.70, 3.71],
  "charge": -1,
  "homo_energy_ev": [-4.6, -4.6],
  "de_lowest_kj_mol": 281.1
}


{
  "formula": "C2H9N2",
  "method": "ωB97M-V with the def2-TZVPD basis set",
  "species": ["N", "C", "C", "N", "H", "H", "H", "H", "H", "H", "H", "H", "H"],
  "coordinates": [[-0.87, -1.33, -1.24], [-0.61, -0.64, 0.01], [0.34, 0.47, -0.25], [0.95, 0.98, 1.04], [-1.68, -1.92, -1.22], [-0.76, -0.86, -2.12], [-0.22, -1.35, 0.72], [-1.53, -0.24, 0.45], [-0.17, 1.32, -0.69], [1.18, 0.18, -0.87], [1.47, 1.85, 0.90], [0.28, 1.22, 1.78], [1.60, 0.33, 1.49]],
  "lowdin_charge": [0.02, -0.29, -0.15, 0.19, 0.09, 0.08, 0.12, 0.13, 0.14, 0.14, 0.18, 0.18, 0.18],
  "smiles": "NCC[NH3+]",
  "gap_ev": 9.19,
  "lumo_ev": -3.98,
  "charge": 1,
  "homo_energy_ev": -13.2,
  "de_lowest_kj_mol": 74.5
}